15
Properties=species:S:1:pos:R:3:forces:R:3 method="wB97M-V/def2-TZVPD" e_homo_ev="-7.570 / -7.570" spin_multiplicity=1 largest_force_ev_per_a=0.43 lumo_energy_ev="-0.088 / -0.088" relative_energy_ev=4.051 total_charge=0 energy_ev=-7828.269
O 0.68920 -1.60455 1.58450 0.05 0.21 -0.25
N -0.58960 -0.00394 0.40442 -0.25 -0.32 -0.14
C -1.39219 -0.90297 0.00244 0.11 0.19 0.20
C 1.81940 0.14651 0.35865 0.08 0.02 0.21
C -0.81325 1.40730 0.11315 0.02 0.14 -0.02
C 0.82434 -0.57511 0.94180 0.06 -0.07 -0.07
H -2.27904 -0.64816 -0.57340 0.01 0.02 0.22
H -0.19492 2.00185 0.78537 -0.11 -0.07 -0.10
H 0.17901 -1.12133 -1.89326 0.16 -0.04 -0.21
H 1.65846 1.07127 -0.17845 -0.04 -0.17 0.11
H -1.12752 -1.93407 0.22428 -0.05 0.14 0.04
H 0.79433 -0.86595 -1.54194 -0.07 -0.12 -0.20
H 2.82820 -0.23837 0.42787 -0.06 0.11 0.12
H -1.86679 1.65135 0.26699 0.14 -0.04 -0.06
H -0.52963 1.61618 -0.92243 -0.03 0.00 0.13